[1]
# C2H7N3O2

A 2-piece molecular cluster, C2H7N3O2 overall (ωB97M-V/def2-TZVPD, the Open Molecules 2025 dataset).

```
! wB97M-V def2-TZVPD RIJCOSX def2/J DEFGRID3
* xyz 0 1
C 1.742 0.062 -0.586
C -0.807 -1.674 1.355
N 0.670 0.862 -0.676
N -0.529 0.253 -0.670
N -1.577 1.122 -0.489
O -2.645 0.569 -0.470
O -1.400 2.344 -0.279
H 1.773 -0.367 0.377
H 1.840 -0.752 -1.184
H 2.723 0.437 -0.766
H -0.987 -0.851 2.083
H -1.630 -2.004 0.751
H 0.220 -1.842 1.055
H 0.607 1.843 -0.502
*
```

Computed properties:
gap between HOMO and LUMO (alpha / beta) = 7.14 / 9.34 eV
M = 105.10 g mol⁻¹
highest occupied orbital energy (alpha / beta) = -8.65 / -9.13 eV
energy relative to the best compared isomer or geometry (same formula, charge and spin) = 9.106 eV
LUMO (alpha / beta) = -1.51 / 0.21 eV

***

[2]
# C10H12N2

A single C10H12N2 molecule (ωB97M-V/def2-TZVPD, the Open Molecules 2025 dataset).

```
! wB97M-V def2-TZVPD RIJCOSX def2/J DEFGRID3
* xyz 0 1
C -1.650 -1.581 -1.221
C -1.048 -0.424 -0.371
C -1.141 -0.862 1.092
C -0.581 0.222 1.984
N -1.274 0.477 3.184
N 0.456 0.876 1.597
C 0.934 0.809 0.324
C 2.103 1.463 0.138
C 2.680 1.494 -1.101
C 2.052 0.837 -2.128
C 0.849 0.099 -1.983
C 0.247 0.107 -0.687
H -1.322 -2.586 -1.017
H -2.720 -1.611 -0.938
H -1.538 -1.399 -2.278
H -1.668 0.521 -0.468
H -0.623 -1.874 1.276
H -2.080 -0.998 1.432
H -1.942 -0.205 3.268
H -0.719 0.358 4.059
H 2.371 1.993 0.985
H 3.716 2.015 -1.188
H 2.477 0.801 -3.186
H 0.421 -0.534 -2.774
*
```

Computed properties:
gap between HOMO and LUMO = 8.73 eV
M = 160.22 g mol⁻¹
highest occupied orbital energy = -7.94 eV
energy relative to the best compared isomer or geometry (same formula, charge and spin) = 0.808 eV
SMILES = C[C@H]1CC(N)=Nc2ccccc21
LUMO = 0.80 eV

***

[3]
# C36H53BCl5CsN6O

C36H53BCl5CsN6O as an isolated structure (ωB97M-V/def2-TZVPD, the Open Molecules 2025 dataset).

```
! wB97M-V def2-TZVPD RIJCOSX def2/J DEFGRID3
* xyz -2 1
Cs -1.373 -0.180 -1.311
C -2.720 2.602 2.390
C -2.032 3.941 2.645
C -2.498 4.986 1.630
C -0.546 3.793 2.548
C 0.433 4.356 3.373
C 1.635 3.903 2.856
C 2.990 4.242 3.396
C 3.175 3.566 4.758
C 3.140 5.763 3.532
N 1.356 3.119 1.783
N 0.030 3.066 1.610
B 2.105 2.042 0.947
N 2.960 2.489 -0.271
N 3.206 1.479 -1.109
C 3.779 1.973 -2.198
C 3.925 3.358 -2.059
C 3.380 3.649 -0.816
C 3.202 4.988 -0.177
C 2.417 5.913 -1.108
C 4.542 5.629 0.200
C 4.153 1.065 -3.335
C 2.957 0.193 -3.720
C 5.320 0.158 -2.932
N 2.921 1.097 1.860
N 2.204 0.086 2.352
C 3.032 -0.768 2.930
C 4.345 -0.296 2.814
C 4.231 0.903 2.126
C 5.345 1.825 1.735
C 6.244 2.113 2.941
C 6.153 1.220 0.586
C 2.498 -2.034 3.532
C 1.242 -1.717 4.348
C 3.546 -2.755 4.377
H -3.801 2.696 2.492
H -2.484 2.263 1.384
H -2.363 1.854 3.097
H -2.276 4.291 3.659
H -2.230 4.657 0.628
H -3.578 5.123 1.675
H -2.017 5.945 1.820
H 0.288 4.993 4.226
H 3.755 3.867 2.715
H 2.440 3.952 5.463
H 3.033 2.492 4.657
H 4.169 3.758 5.165
H 2.429 6.149 4.261
H 4.143 6.024 3.867
H 2.948 6.258 2.582
H 1.237 1.371 0.488
H 4.337 4.059 -2.763
H 2.610 4.836 0.726
H 3.021 6.215 -1.962
H 1.533 5.401 -1.477
H 2.101 6.806 -0.574
H 5.197 5.699 -0.666
H 4.377 6.632 0.591
H 5.055 5.050 0.963
H 4.460 1.671 -4.199
H 2.616 -0.338 -2.833
H 2.134 0.802 -4.091
H 3.244 -0.530 -4.485
H 5.034 -0.411 -2.051
H 5.557 -0.546 -3.729
H 6.213 0.740 -2.706
H 5.247 -0.757 3.170
H 4.923 2.766 1.374
H 6.627 1.182 3.355
H 7.092 2.738 2.660
H 5.687 2.628 3.719
H 6.599 0.270 0.879
H 5.492 1.050 -0.258
H 6.952 1.895 0.278
H 2.204 -2.695 2.705
H 1.501 -1.139 5.235
H 0.575 -1.121 3.730
H 0.732 -2.629 4.661
H 3.888 -2.116 5.190
H 3.128 -3.664 4.807
H 4.407 -3.028 3.770
Cl -3.100 -2.526 0.877
C -2.795 -3.675 -0.380
C -1.888 -3.313 -1.374
C -1.713 -4.306 -2.334
Cl -0.600 -3.982 -3.624
C -2.351 -5.540 -2.332
Cl -2.066 -6.723 -3.570
C -3.233 -5.839 -1.302
Cl -4.017 -7.375 -1.235
C -3.463 -4.892 -0.313
Cl -4.552 -5.266 0.984
C -2.291 3.693 -2.831
C -3.281 2.497 -2.967
C -4.612 2.923 -2.266
O -2.788 1.346 -2.532
H -2.729 4.627 -3.190
H -1.386 3.482 -3.403
H -2.019 3.806 -1.784
H -3.536 2.457 -4.080
H -4.412 3.223 -1.238
H -5.288 2.071 -2.254
H -5.091 3.746 -2.799
*
```

Computed properties:
gap between HOMO and LUMO = 6.35 eV
M = 906.84 g mol⁻¹
highest occupied orbital energy = -2.49 eV
energy relative to the best compared isomer or geometry (same formula, charge and spin) = 0.733 eV
LUMO = 3.86 eV

***

[4]
# C3H6IN2O

An isolated ion of composition C3H6IN2O and charge +1 (ωB97M-V/def2-TZVPD, the Open Molecules 2025 dataset).

```
! wB97M-V def2-TZVPD RIJCOSX def2/J DEFGRID3
* xyz 1 1
I 4.290 -0.096 0.180
N 2.648 0.912 -0.281
C 1.352 0.502 -0.141
N 0.952 -0.736 -0.026
C -0.511 -0.755 -0.072
C -0.786 0.712 0.327
O 0.360 1.451 -0.172
H 2.720 1.875 -0.157
H 1.640 -1.398 -0.145
H -0.952 -1.549 0.540
H -0.839 -0.967 -1.121
H -1.585 1.239 -0.135
H -0.711 0.926 1.355
*
```

Computed properties:
gap between HOMO and LUMO = 9.35 eV
M = 213.00 g mol⁻¹
highest occupied orbital energy = -13.88 eV
energy relative to the best compared isomer or geometry (same formula, charge and spin) = 0.574 eV
SMILES = I/[NH+]=C1\NCCO1
LUMO = -4.53 eV

***

[5]
# C62H88N5OP2PbS2SbSi3

C62H88N5OP2PbS2SbSi3 as an isolated structure (ωB97M-V/def2-TZVPD, the Open Molecules 2025 dataset).

```
! wB97M-V def2-TZVPD RIJCOSX def2/J DEFGRID3
* xyz 0 1
Pb 0.413 0.747 0.899
C -4.980 0.229 3.611
C -3.470 0.462 3.643
C -2.954 0.730 5.055
P -2.364 -0.766 2.749
C -2.569 -2.448 3.533
C -2.493 -3.634 2.554
C -3.752 -2.656 4.480
C -3.065 -0.812 1.071
C -4.111 -1.729 0.889
C -4.659 -2.007 -0.345
C -4.101 -1.394 -1.462
C -3.113 -0.450 -1.299
C -2.631 -0.048 -0.036
N -1.765 1.064 0.033
C -2.128 2.167 -0.743
C -3.476 2.373 -1.136
C -3.851 3.370 -2.008
C -2.914 4.265 -2.522
C -1.624 4.179 -2.044
C -1.220 3.183 -1.146
P 0.375 3.374 -0.307
C 1.596 3.980 -1.558
C 2.976 4.015 -0.893
C 1.639 3.112 -2.804
C 0.081 4.880 0.791
C 0.594 6.212 0.240
C -1.398 5.045 1.151
H -5.470 1.157 3.922
H -5.342 -0.014 2.612
H -5.296 -0.549 4.303
H -3.263 1.355 3.042
H -3.068 -0.137 5.709
H -1.902 1.013 5.032
H -3.505 1.556 5.502
H -1.663 -2.478 4.149
H -3.486 -4.052 2.388
H -2.080 -3.360 1.587
H -1.867 -4.419 2.979
H -4.707 -2.622 3.955
H -3.659 -3.652 4.919
H -3.783 -1.941 5.299
H -4.503 -2.246 1.754
H -5.482 -2.704 -0.437
H -4.445 -1.644 -2.459
H -2.703 0.042 -2.172
H -4.240 1.718 -0.745
H -4.894 3.455 -2.290
H -3.199 5.034 -3.227
H -0.897 4.922 -2.354
H 1.306 4.994 -1.842
H 3.345 2.999 -0.741
H 3.690 4.537 -1.535
H 2.965 4.517 0.076
H 1.926 2.087 -2.554
H 0.678 3.089 -3.313
H 2.388 3.498 -3.501
H 0.627 4.649 1.709
H 0.046 6.506 -0.658
H 0.420 6.985 0.992
H 1.659 6.212 0.013
H -1.970 5.389 0.288
H -1.846 4.122 1.511
H -1.486 5.799 1.938
C 0.809 -0.441 5.838
C 1.116 -0.623 4.377
N 1.486 0.342 3.631
N 1.669 1.565 4.228
C 0.834 2.471 3.898
S -0.564 2.211 2.871
S 1.172 4.113 4.529
C 0.311 4.065 6.123
C -1.193 4.258 6.133
C -1.877 4.013 7.323
C -3.246 4.213 7.411
C -3.958 4.649 6.299
C -3.285 4.890 5.111
C -1.910 4.704 5.031
C 1.086 -1.976 3.770
C 1.880 -2.955 4.368
C 2.028 -4.211 3.811
C 1.370 -4.491 2.620
C 0.549 -3.546 2.037
C 0.363 -2.278 2.600
O -0.484 -1.417 2.003
H -0.059 0.212 5.958
H 1.648 0.052 6.334
H 0.601 -1.394 6.320
H 0.780 4.875 6.688
H 0.588 3.133 6.618
H -1.327 3.665 8.192
H -3.759 4.023 8.345
H -5.029 4.796 6.362
H -3.831 5.222 4.235
H -1.389 4.898 4.103
H 2.429 -2.699 5.268
H 2.666 -4.948 4.281
H 1.493 -5.457 2.142
H 0.044 -3.759 1.115
C 3.826 -3.630 -2.357
Sb 1.920 -2.630 -1.933
C 3.124 -0.841 -1.739
C 3.478 0.150 -2.705
C 3.068 0.162 -4.052
C 3.552 1.122 -4.915
C 4.433 2.083 -4.438
C 4.779 2.031 -3.090
N 4.327 1.117 -2.252
Si 4.217 -0.754 -0.172
C 3.724 -2.111 1.044
C 6.009 -1.081 -0.661
C 4.178 0.826 0.851
C 0.843 -2.837 -3.953
C 0.239 -1.478 -4.166
C -0.167 -0.985 -5.410
C -0.813 0.235 -5.486
C -1.068 0.944 -4.323
C -0.634 0.393 -3.129
N 0.006 -0.769 -3.050
Si -0.751 -3.868 -3.615
C -1.496 -3.599 -1.920
C -0.470 -5.719 -3.767
C -2.095 -3.389 -4.839
Si 1.858 -3.611 -5.356
C 3.271 -2.500 -5.888
C 2.567 -5.293 -4.868
C 0.857 -3.970 -6.918
H 4.179 -4.063 -1.420
H 4.553 -2.894 -2.698
H 3.738 -4.419 -3.095
H 2.397 -0.599 -4.405
H 3.251 1.121 -5.956
H 4.842 2.849 -5.082
H 5.459 2.767 -2.671
H 3.224 -2.981 0.614
H 3.054 -1.708 1.807
H 4.622 -2.473 1.553
H 6.253 -2.142 -0.561
H 6.674 -0.519 0.001
H 6.222 -0.774 -1.685
H 4.834 1.579 0.413
H 4.528 0.596 1.863
H 3.190 1.258 0.947
H 0.005 -1.567 -6.304
H -1.130 0.622 -6.447
H -1.591 1.891 -4.336
H -0.814 0.902 -2.189
H -1.156 -4.383 -1.246
H -2.585 -3.673 -1.997
H -1.259 -2.631 -1.476
H 0.292 -6.078 -3.072
H -0.187 -6.034 -4.773
H -1.409 -6.218 -3.511
H -2.426 -2.362 -4.673
H -2.953 -4.048 -4.678
H -1.795 -3.477 -5.884
H 3.944 -2.267 -5.060
H 2.912 -1.558 -6.309
H 3.852 -3.008 -6.664
H 2.317 -5.594 -3.852
H 3.656 -5.290 -4.957
H 2.185 -6.065 -5.540
H 0.654 -3.079 -7.515
H -0.095 -4.457 -6.704
H 1.440 -4.650 -7.544
*
```

Computed properties:
gap between HOMO and LUMO (alpha / beta) = 6.39 / 6.02 eV
M = 1458.72 g mol⁻¹
highest occupied orbital energy (alpha / beta) = -7.05 / -6.92 eV
LUMO (alpha / beta) = -0.66 / -0.90 eV

***

[6]
# C14H20ClNO

A single C14H20ClNO molecule (ωB97M-V/def2-TZVPD, the Open Molecules 2025 dataset).

```
! wB97M-V def2-TZVPD RIJCOSX def2/J DEFGRID3
* xyz 0 1
C 4.738 -2.100 -1.776
C 3.349 -1.545 -1.702
C 2.260 -2.303 -2.119
C 0.969 -1.820 -2.044
C -0.197 -2.645 -2.493
C 0.718 -0.526 -1.543
O -0.596 -0.164 -1.570
C -1.164 0.681 -0.587
C -0.958 0.123 0.838
N -1.588 0.847 1.906
C -1.145 2.205 2.149
C -2.131 2.675 3.211
C -3.453 2.109 2.691
C -3.044 0.813 1.973
C 1.817 0.238 -1.156
Cl 1.690 1.880 -0.587
C 3.107 -0.272 -1.224
H 5.470 -1.359 -1.466
H 4.831 -2.972 -1.130
H 4.968 -2.413 -2.794
H 2.426 -3.298 -2.505
H 0.125 -3.639 -2.789
H -0.692 -2.164 -3.334
H -0.929 -2.728 -1.692
H -0.780 1.702 -0.662
H -2.227 0.690 -0.842
H -1.330 -0.906 0.861
H 0.116 0.096 1.050
H -0.109 2.197 2.494
H -1.213 2.853 1.260
H -2.150 3.757 3.323
H -1.878 2.221 4.169
H -4.169 1.927 3.490
H -3.902 2.805 1.982
H -3.341 -0.076 2.540
H -3.516 0.753 0.984
H 3.926 0.355 -0.904
*
```

Computed properties:
gap between HOMO and LUMO = 8.81 eV
M = 253.77 g mol⁻¹
highest occupied orbital energy = -7.97 eV
energy relative to the best compared isomer or geometry (same formula, charge and spin) = 1.104 eV
SMILES = Cc1cc(C)c(OCCN2CCCC2)c(Cl)c1
LUMO = 0.84 eV